<i>
153
Properties=species:S:1:pos:R:3 method="wB97M-V/def2-TZVPD" homo_lumo_gap_ev=9.2 smiles=COC[C@H](C)N.COC[C@H](C)N.COC[C@H](C)N.COC[C@H](C)N.COC[C@H](C)N.COC[C@H](C)N.COC[C@H](C)N.COC[C@H](C)N.COC[C@H](C)N e_lumo_ev=0.37 charge=0 homo_ha=-0.3262
C 1.58 -16.62 -1.14
C 2.11 -17.51 -2.27
C 3.05 -18.57 -1.61
O 4.00 -19.01 -2.63
C 4.87 -19.92 -1.98
N 0.87 -18.20 -2.83
H 2.41 -16.32 -0.50
H 0.89 -17.13 -0.47
H 1.20 -15.64 -1.43
H 2.56 -16.91 -3.06
H 2.50 -19.47 -1.34
H 3.69 -18.12 -0.85
H 4.38 -20.75 -1.49
H 5.60 -19.46 -1.31
H 5.49 -20.40 -2.74
H 1.18 -18.85 -3.54
H 0.48 -17.55 -3.49
C 5.79 -30.98 4.03
C 4.49 -30.31 3.36
C 3.14 -30.37 4.20
O 1.90 -30.17 3.51
C 1.35 -31.27 2.75
N 4.67 -28.90 3.25
H 6.69 -30.49 3.66
H 5.83 -32.03 3.75
H 5.61 -30.91 5.11
H 4.29 -30.86 2.44
H 3.26 -29.73 5.07
H 3.04 -31.35 4.66
H 0.27 -31.20 2.86
H 1.83 -32.19 3.09
H 1.55 -30.99 1.72
H 3.86 -28.43 2.87
H 5.41 -28.60 2.63
C 5.02 -29.00 -4.31
C 4.29 -28.64 -2.90
C 2.90 -29.31 -2.79
O 2.43 -29.43 -1.44
C 1.10 -29.93 -1.26
N 5.04 -28.82 -1.67
H 4.90 -30.05 -4.60
H 6.09 -28.96 -4.11
H 4.69 -28.29 -5.06
H 3.94 -27.60 -2.92
H 2.87 -30.28 -3.29
H 2.21 -28.71 -3.39
H 0.93 -30.79 -1.91
H 0.33 -29.18 -1.42
H 0.92 -30.32 -0.26
H 4.28 -28.98 -1.03
H 5.57 -29.67 -1.53
C 3.56 -13.23 0.93
C 4.44 -14.30 1.57
C 5.34 -15.10 0.63
O 6.33 -15.90 1.27
C 5.73 -17.07 1.85
N 5.31 -13.57 2.50
H 2.90 -13.01 1.76
H 2.92 -13.75 0.22
H 4.05 -12.37 0.48
H 3.84 -15.00 2.14
H 5.93 -14.35 0.11
H 4.74 -15.52 -0.18
H 6.50 -17.76 2.19
H 5.33 -17.61 0.99
H 5.00 -16.85 2.63
H 6.00 -14.20 2.91
H 4.75 -13.40 3.32
C 4.47 -21.35 1.31
C 5.49 -22.37 0.90
C 5.01 -23.71 0.26
O 5.89 -24.77 0.52
C 5.23 -26.02 0.42
N 6.43 -21.92 -0.04
H 3.74 -21.18 0.52
H 4.78 -20.31 1.48
H 3.96 -21.63 2.22
H 5.96 -22.67 1.84
H 4.75 -23.64 -0.79
H 4.05 -23.82 0.75
H 4.69 -26.13 -0.53
H 4.49 -26.12 1.22
H 6.01 -26.78 0.34
H 6.78 -22.58 -0.72
H 7.30 -21.73 0.45
C 11.97 -19.08 -1.89
C 11.34 -20.43 -1.57
C 10.14 -20.48 -0.55
O 10.52 -20.06 0.83
C 9.37 -19.61 1.51
N 10.98 -20.96 -2.86
H 12.11 -18.47 -1.00
H 11.35 -18.45 -2.52
H 12.95 -19.19 -2.36
H 12.08 -21.09 -1.11
H 9.71 -21.47 -0.38
H 9.38 -19.76 -0.85
H 8.58 -20.35 1.55
H 8.99 -18.67 1.12
H 9.61 -19.53 2.58
H 10.04 -21.26 -2.62
H 11.46 -21.83 -3.04
C 10.30 -24.83 3.16
C 8.83 -25.18 3.19
C 8.06 -24.08 3.86
O 8.26 -24.07 5.24
C 7.49 -23.01 5.80
N 8.48 -25.32 1.77
H 10.48 -24.01 2.46
H 11.00 -25.66 3.12
H 10.73 -24.36 4.04
H 8.59 -26.09 3.73
H 7.04 -24.42 3.65
H 8.18 -23.12 3.36
H 7.22 -23.16 6.85
H 6.49 -22.89 5.38
H 7.97 -22.05 5.63
H 8.86 -26.10 1.26
H 7.50 -25.39 1.57
C -1.77 -21.01 3.52
C -0.79 -20.64 4.62
C 0.32 -21.63 4.93
O 1.21 -21.92 3.89
C 1.93 -23.10 4.08
N -0.09 -19.56 4.03
H -1.39 -21.30 2.53
H -2.44 -20.18 3.29
H -2.37 -21.82 3.92
H -1.37 -20.47 5.53
H -0.12 -22.54 5.35
H 0.77 -21.26 5.86
H 1.31 -23.98 4.22
H 2.62 -23.11 4.93
H 2.54 -23.27 3.19
H 0.64 -19.15 4.59
H 0.51 -19.94 3.30
C 6.12 -24.32 -3.28
C 7.61 -24.41 -3.08
C 8.43 -25.19 -4.13
O 9.50 -25.90 -3.45
C 9.00 -27.24 -3.06
N 8.10 -23.05 -2.76
H 5.67 -25.27 -2.99
H 5.94 -24.15 -4.35
H 5.50 -23.54 -2.84
H 7.75 -24.93 -2.13
H 8.89 -24.58 -4.90
H 7.83 -25.79 -4.81
H 9.65 -27.69 -2.31
H 9.06 -28.03 -3.81
H 8.09 -27.24 -2.47
H 8.13 -22.47 -3.58
H 9.09 -23.16 -2.60

<ii>
153
Properties=species:S:1:pos:R:3 method="wB97M-V/def2-TZVPD" homo_lumo_gap_ev=8.3 e_lumo_ev=0.42 charge=0 homo_ha=-0.2904
C -1.89 0.04 -3.38
C -1.00 -1.01 -3.99
C 0.23 -0.34 -4.71
O 0.01 0.96 -5.29
C -0.73 0.93 -6.55
N -0.54 -1.92 -2.85
H -1.33 0.73 -2.74
H -2.78 -0.22 -2.81
H -2.32 0.83 -4.00
H -1.65 -1.66 -4.58
H 0.64 -0.97 -5.50
H 1.03 -0.07 -4.02
H -0.82 1.96 -6.92
H -1.78 0.63 -6.49
H -0.29 0.21 -7.24
H -0.17 -1.31 -2.14
H 0.19 -2.51 -3.22
C -2.12 -4.03 -4.95
C -3.13 -4.84 -4.10
C -4.44 -3.98 -3.88
O -4.30 -2.78 -3.04
C -3.52 -1.69 -3.54
N -3.61 -5.88 -5.00
H -2.74 -3.48 -5.66
H -1.42 -4.71 -5.42
H -1.61 -3.34 -4.28
H -2.62 -5.16 -3.19
H -5.23 -4.55 -3.41
H -4.91 -3.79 -4.85
H -2.60 -1.55 -2.97
H -4.09 -0.77 -3.39
H -3.20 -1.68 -4.59
H -2.84 -6.48 -5.27
H -4.28 -6.46 -4.52
C 1.75 4.61 6.39
C 0.40 3.94 6.09
C 0.24 3.55 4.62
O 1.42 2.88 4.19
C 1.21 2.05 3.00
N 0.16 2.82 6.91
H 1.94 5.55 5.88
H 2.59 3.99 6.08
H 1.80 4.83 7.46
H -0.39 4.66 6.33
H 0.32 4.44 4.00
H -0.69 3.02 4.40
H 0.55 1.22 3.23
H 2.20 1.67 2.75
H 0.84 2.54 2.10
H 0.83 2.14 6.58
H -0.70 2.46 6.52
C 5.23 0.45 2.53
C 5.02 -1.06 2.45
C 4.26 -1.47 1.16
O 2.93 -0.85 1.10
C 2.23 -1.06 -0.14
N 6.35 -1.52 2.62
H 4.30 1.00 2.63
H 5.65 0.88 1.62
H 5.78 0.71 3.43
H 4.35 -1.42 3.23
H 4.21 -2.55 1.21
H 4.91 -1.22 0.32
H 1.19 -0.72 -0.16
H 2.13 -2.13 -0.31
H 2.80 -0.64 -0.96
H 6.41 -2.52 2.66
H 6.70 -1.20 3.51
C 6.63 4.07 3.46
C 5.75 3.57 2.30
C 4.44 4.34 1.99
O 3.57 3.57 1.07
C 2.35 4.23 0.96
N 6.39 3.45 1.02
H 6.22 3.97 4.46
H 6.72 5.14 3.30
H 7.60 3.58 3.39
H 5.47 2.57 2.62
H 4.60 5.37 1.69
H 3.93 4.30 2.95
H 1.77 3.39 0.58
H 2.16 5.05 0.26
H 1.85 4.48 1.90
H 5.64 3.11 0.44
H 6.55 4.39 0.70
C 0.72 5.61 -0.11
C -0.07 5.71 1.19
C -1.27 4.76 1.24
O -2.04 4.99 2.42
C -3.07 4.03 2.59
N 0.91 5.54 2.26
H 0.00 5.48 -0.92
H 1.54 4.88 -0.13
H 1.16 6.57 -0.36
H -0.38 6.75 1.16
H -1.00 3.71 1.25
H -1.86 4.93 0.34
H -3.84 4.36 3.29
H -2.81 3.01 2.88
H -3.62 3.78 1.69
H 0.35 5.35 3.08
H 1.30 6.46 2.42
C 0.43 2.37 0.42
C 0.14 1.33 -0.62
C -1.07 0.44 -0.24
O -1.26 -0.48 -1.31
C -2.53 -1.07 -1.46
N -0.10 2.02 -1.89
H 0.55 2.06 1.45
H -0.35 3.13 0.36
H 1.29 3.02 0.20
H 1.00 0.67 -0.65
H -1.99 1.01 -0.14
H -0.90 -0.17 0.64
H -2.92 -1.43 -0.51
H -2.40 -2.00 -2.02
H -3.31 -0.51 -1.97
H -0.25 1.37 -2.65
H -0.99 2.48 -1.78
C -0.42 -4.71 -2.34
C -0.70 -4.36 -0.92
C 0.44 -3.68 -0.20
O 1.57 -4.62 -0.02
C 1.33 -5.81 0.70
N -1.84 -3.49 -0.84
H 0.65 -4.90 -2.42
H -0.77 -3.93 -3.02
H -0.90 -5.68 -2.42
H -1.01 -5.27 -0.39
H 0.09 -3.44 0.81
H 0.68 -2.80 -0.79
H 0.78 -6.61 0.20
H 0.75 -5.55 1.58
H 2.32 -6.19 0.95
H -2.53 -3.59 -1.58
H -1.44 -2.57 -0.91
C -4.57 -3.76 1.85
C -3.85 -3.30 0.57
C -4.72 -3.07 -0.68
O -5.37 -4.33 -1.12
C -4.54 -5.40 -1.53
N -3.06 -2.09 0.81
H -5.10 -4.71 1.71
H -5.36 -3.07 2.14
H -3.88 -3.90 2.68
H -3.12 -4.06 0.28
H -4.27 -2.59 -1.56
H -5.47 -2.30 -0.51
H -3.97 -4.96 -2.34
H -4.99 -6.33 -1.90
H -3.72 -5.67 -0.87
H -2.30 -2.02 0.14
H -2.76 -2.09 1.77

Here is how they stack up, most stable first: <i>, <ii>.

<i>
18
Properties=species:S:1:pos:R:3 method="wB97M-V/def2-TZVPD" homo_lumo_gap_ev=5.6 smiles="O=CCNCCC[S-]" e_lumo_ev=3.20 charge=-1 homo_ha=-0.0889
C 0.73 -1.52 0.09
C 1.59 -1.41 1.30
S 2.29 -3.10 1.57
C 0.37 -0.23 -0.65
N -0.48 0.56 0.27
C -0.91 1.85 -0.31
C -2.19 1.48 -1.03
O -3.06 2.30 -1.22
H 1.10 -2.32 -0.64
H -0.28 -1.93 0.45
H 0.99 -1.11 2.19
H 2.49 -0.75 1.24
H 1.31 0.33 -0.83
H -0.13 -0.29 -1.65
H -0.03 0.76 1.15
H -0.24 2.42 -0.98
H -1.25 2.46 0.52
H -2.29 0.48 -1.47

<ii>
18
Properties=species:S:1:pos:R:3 method="wB97M-V/def2-TZVPD" homo_lumo_gap_ev=6.0 smiles="CCC(=O)NCC[S-]" e_lumo_ev=3.42 charge=-1 homo_ha=-0.0959
O 0.09 1.44 2.02
C -0.20 0.79 1.00
N -0.94 -0.35 1.06
C -1.31 -1.22 -0.12
C -0.24 -2.23 -0.34
S -0.86 -3.79 -1.22
C 0.36 1.17 -0.40
C 1.40 2.21 -0.32
H -1.05 -0.72 2.12
H -1.51 -0.59 -1.04
H -2.27 -1.80 0.08
H 0.47 -2.57 0.47
H 0.58 -1.84 -1.13
H -0.46 1.61 -0.98
H 0.82 0.21 -0.70
H 0.88 3.23 -0.07
H 2.14 2.33 -1.06
H 2.09 2.14 0.61

<iii>
18
Properties=species:S:1:pos:R:3 method="wB97M-V/def2-TZVPD" homo_lumo_gap_ev=6.3 smiles="CN(C)C(=O)CC[S-]" e_lumo_ev=3.66 charge=-1 homo_ha=-0.0955
C -1.06 -1.18 -0.27
C -2.13 -0.23 -0.87
S -1.72 0.67 -2.39
C -0.26 -0.51 0.81
N 1.04 -0.09 0.52
C 1.33 0.33 -0.85
C 1.55 0.88 1.52
O -0.67 -0.48 1.97
H -0.41 -1.57 -1.06
H -1.59 -2.05 0.11
H -3.08 -0.76 -0.99
H -2.42 0.44 -0.05
H 2.19 -0.25 -1.19
H 0.46 0.26 -1.51
H 1.58 1.39 -0.95
H 1.45 0.41 2.48
H 1.13 1.85 1.27
H 2.64 0.87 1.42

Here is how they stack up, most stable first: <iii>, <ii>, <i>.